1.
{
  "formula": "C3H13BCl2CoN3O14",
  "method": "ωB97M-V with the def2-TZVPD basis set",
  "species": ["Co", "Cl", "O", "O", "O", "O", "Cl", "O", "O", "O", "O", "B", "H", "H", "H", "H", "C", "N", "O", "O", "H", "H", "H", "C", "N", "O", "O", "H", "H", "H", "C", "N", "O", "O", "H", "H", "H"],
  "coordinates": [[-0.287, 0.446, -0.186], [0.658, -2.577, -1.650], [2.062, -2.351, -1.908], [0.505, -3.364, -0.447], [0.015, -1.288, -1.422], [0.044, -3.231, -2.755], [-3.714, 0.107, -1.049], [-4.056, 1.095, -2.024], [-2.414, 0.450, -0.472], [-4.664, 0.111, 0.031], [-3.611, -1.192, -1.644], [0.270, 1.992, -1.732], [0.521, 2.098, -0.558], [-0.264, 2.958, -2.222], [1.272, 1.650, -2.327], [-0.552, 1.115, -1.911], [0.598, 3.703, 1.727], [-0.693, 2.984, 1.590], [-0.630, 1.761, 1.497], [-1.709, 3.626, 1.538], [0.479, 4.462, 2.489], [0.784, 4.135, 0.745], [1.363, 2.963, 1.933], [-1.945, -3.155, 1.174], [-0.738, -2.379, 1.595], [0.123, -2.938, 2.230], [-0.701, -1.214, 1.244], [-2.564, -2.471, 0.603], [-2.419, -3.503, 2.084], [-1.566, -3.965, 0.561], [3.829, -0.649, -0.154], [2.875, 0.164, 0.630], [3.293, 0.878, 1.505], [1.711, 0.068, 0.300], [4.609, 0.021, -0.502], [3.299, -1.079, -1.002], [4.216, -1.433, 0.489]],
  "nbo_charge": [1.544, 2.579, -0.875, -0.885, -0.924, -0.813, 2.576, -0.835, -0.968, -0.856, -0.848, -0.726, -0.088, 0.017, -0.011, 0.013, -0.490, 0.564, -0.463, -0.301, 0.228, 0.260, 0.245, -0.483, 0.582, -0.347, -0.462, 0.261, 0.217, 0.261, -0.499, 0.574, -0.368, -0.429, 0.225, 0.292, 0.235],
  "homo_ev": [-6.80, -6.81],
  "total_charge": -1,
  "multiplicity": 4,
  "de_lowest_kcal_mol": 0.0,
  "lumo_energy_ev": [1.81, 1.69],
  "largest_force_ha_per_bohr": 0.0302
}

---

2.
{
  "formula": "CH5PS",
  "method": "ωB97M-V with the def2-TZVPD basis set",
  "species": ["C", "P", "S", "H", "H", "H", "H", "H"],
  "coordinates": [[0.764, -0.208, 0.744], [-1.674, -0.708, -0.793], [1.513, 1.197, 0.085], [0.749, -1.206, 0.172], [0.041, 0.008, 1.528], [-1.519, 0.560, -1.249], [-1.914, -0.176, 0.402], [2.040, 0.533, -0.890]],
  "nbo_charge": [-0.622, 0.058, 0.114, 0.242, 0.210, -0.052, -0.064, 0.115],
  "homo_ev": [-8.23, -7.65],
  "total_charge": 0,
  "de_lowest_kcal_mol": 80.8,
  "lumo_energy_ev": [0.02, -0.77],
  "largest_force_ha_per_bohr": 0.0446
}

---

3.
{
  "formula": "C4H6N2O",
  "method": "ωB97M-V with the def2-TZVPD basis set",
  "species": ["N", "C", "O", "C", "C", "C", "N", "H", "H", "H", "H", "H", "H"],
  "coordinates": [[-0.095, 1.789, 1.157], [-0.393, 0.670, 0.671], [-1.540, -0.082, 0.686], [-0.825, -1.227, 0.138], [0.360, -0.339, -0.166], [0.524, 0.385, -1.406], [1.696, -0.748, -0.137], [-0.853, 2.155, 1.726], [-0.589, -1.949, 0.926], [-1.343, -1.694, -0.699], [1.000, 1.351, -1.353], [-0.015, 0.137, -2.332], [2.071, -0.448, 0.789]],
  "nbo_charge": [-0.697, 0.571, -0.499, -0.054, -0.165, -0.132, -0.525, 0.359, 0.194, 0.193, 0.214, 0.200, 0.342],
  "homo_ev": [-8.98, -9.78],
  "total_charge": 0,
  "de_lowest_kcal_mol": 127.1,
  "lumo_energy_ev": [-0.63, -0.32],
  "largest_force_ha_per_bohr": 0.0234
}